Record 1
31
Properties=species:S:1:pos:R:3 method="wB97M-V/def2-TZVPD" total_energy_ev=-20854.874 fmax_ev_per_a=2.8 gap_ev=9.84 lumo_energy_ev=0.313 smiles="COCBOC#N.CC(N)=O.CC(N)=O" relative_energy_ev=3.5381
C -2.24582 0.96228 -2.19775
O -2.01051 -0.35947 -2.64374
C -0.71926 -0.83682 -2.25940
B 0.42693 -0.36930 -3.28243
O 1.68847 0.16076 -2.85881
C 1.49504 1.03557 -1.89156
N 1.52223 1.94609 -1.20837
H -1.38416 1.65391 -2.33014
H -2.55584 1.01496 -1.12688
H -3.07109 1.36859 -2.82143
H -0.75202 -1.94100 -2.37279
H -0.45759 -0.65412 -1.19364
H 0.16862 -0.48350 -4.43691
O -0.02648 4.89347 3.73245
C 0.64958 4.20802 2.98793
N 0.59146 4.36144 1.63887
C 1.59544 3.14573 3.48924
H 1.13276 3.81469 0.99104
H -0.03220 5.06354 1.27759
H 1.03024 2.40692 4.05635
H 2.33861 3.60957 4.13683
H 2.11088 2.63970 2.67217
O -0.09834 -3.17462 -0.87237
C -0.06120 -3.77836 0.18647
N 0.74706 -3.37089 1.19888
C -0.89356 -5.00425 0.45668
H 0.80637 -3.83902 2.08427
H 1.31373 -2.55353 1.04296
H -0.63937 -5.77303 -0.27204
H -1.94739 -4.74590 0.35913
H -0.72260 -5.40143 1.45739

Record 2
27
Properties=species:S:1:pos:R:3 method="wB97M-V/def2-TZVPD" charge=+1 total_energy_ev=-82579.960 fmax_ev_per_a=2.6 gap_ev=6.96 lumo_energy_ev=-3.560
C 1.57311 0.45077 0.96346
C 0.30916 0.90940 -1.20275
C 1.55899 0.27668 -0.55249
C 0.50106 -0.42647 1.57553
C -1.35485 0.16017 0.35066
C -1.12136 -1.03130 -1.74061
C -3.02632 -0.55003 1.82474
N -0.89080 0.15809 -0.94127
N 2.80390 0.88857 -1.13508
O -2.28699 -0.74466 0.63397
Br 0.85959 -2.32280 1.32048
H 2.56862 0.20132 1.35596
H 1.35536 1.48705 1.23240
H 0.17157 1.92706 -0.82173
H 0.43401 0.95603 -2.28875
H 1.57958 -0.79381 -0.78018
H 0.33732 -0.23810 2.62980
H -1.41357 1.13248 0.83249
H -0.51454 -1.88172 -1.42345
H -2.16757 -1.30741 -1.63954
H -0.91610 -0.80149 -2.78474
H -2.36076 -0.39523 2.67870
H -3.60494 -1.45968 1.97445
H -3.70145 0.30598 1.72819
H 2.82477 1.89690 -0.93530
H 2.85053 0.74803 -2.15166
H 3.63171 0.45416 -0.70330

Record 3
29
Properties=species:S:1:pos:R:3 method="wB97M-V/def2-TZVPD" total_energy_ev=-96024.604 fmax_ev_per_a=5.9 gap_ev=10.08 lumo_energy_ev=0.499 relative_energy_ev=0.0536
C -0.18348 -1.91767 0.72612
C -3.19168 -0.02955 -1.02025
C 4.03596 -1.18704 1.37755
C -1.62883 -1.45320 0.45762
C -1.47582 1.13456 0.38809
C -0.82332 2.17343 -0.58992
C -1.72612 -0.17231 -0.40188
N 4.57897 -0.62762 0.38570
O 2.85374 1.86915 -1.17561
O 1.87906 0.59409 0.78583
O 0.53073 2.07109 -0.88233
S 1.64332 0.85842 -0.62381
Br 3.95929 -1.11528 -1.34590
H -0.13822 -2.86062 0.96112
H 0.34295 -1.39834 1.59423
H 0.42005 -1.72463 -0.06499
H -4.05761 0.03324 -0.21216
H -3.38141 0.81708 -1.57674
H -3.44698 -0.85406 -1.55378
H 2.58055 2.70128 -1.39334
H 3.47758 -2.12362 1.36094
H 4.48976 -0.96165 2.34494
H -2.10632 -2.37643 0.02075
H -2.04390 -1.39354 1.45798
H -0.81117 1.03497 1.20237
H -2.40388 1.57728 0.69389
H -1.24823 2.25143 -1.57810
H -1.13678 3.20464 -0.14325
H -0.98822 -0.12509 -1.19506

Record 4
29
Properties=species:S:1:pos:R:3 method="wB97M-V/def2-TZVPD" charge=+2 total_energy_ev=-61804.960 fmax_ev_per_a=0.3 gap_ev="8.77 / 11.32" lumo_energy_ev="-6.799 / -6.958" multiplicity=3
Ti 0.36643 -0.26206 0.17529
C -1.22774 -2.11728 2.25567
O -1.27471 -1.04848 1.27832
C -2.50943 -0.30306 1.24145
C -2.56810 0.34310 -0.12492
O -1.28667 0.93345 -0.45710
C -1.10553 2.33976 -0.15738
C -0.47720 2.50792 1.20806
O 0.59951 1.54981 1.27180
C 1.60857 1.82977 2.27279
H -2.14499 -2.70037 2.19773
H -1.10726 -1.70795 3.25744
H -0.38404 -2.75431 2.00075
H -2.51812 0.41816 2.06046
H -3.36190 -0.97269 1.36517
H -3.35710 1.09230 -0.17049
H -2.74770 -0.40608 -0.89413
H -2.05500 2.86925 -0.22035
H -0.43997 2.71510 -0.93292
H -1.17234 2.32313 2.02891
H -0.08928 3.52272 1.30961
H 1.91734 2.87055 2.19376
H 2.46101 1.18742 2.06431
H 1.21712 1.62975 3.26908
Cl 2.56792 -0.06971 -1.20333
C 2.56716 -1.85842 -1.33587
Cl 0.86341 -2.40813 -1.21328
H 3.12685 -2.27115 -0.50501
H 2.97866 -2.15419 -2.29452